(1)
Here is a 10-piece molecular cluster, C26H30F6N4O18 overall at a distorted geometry from the OMol25 dataset. Energies are from the ωB97M-V functional and the def2-TZVPD basis.

Atoms and positions in Å:
1 O 4.8981 -4.2097 -4.8095
2 C 4.6506 -3.5385 -3.7914
3 O 4.2720 -4.0511 -2.6074
4 C 3.7836 -3.0309 -1.7819
5 C 4.5627 -1.8853 -2.2865
6 F 5.7749 -1.9762 -1.7473
7 O 4.6477 -2.1429 -3.6846
8 H 2.7065 -2.8897 -1.8704
9 H 3.8912 -3.2148 -0.7130
10 H 4.1923 -0.8840 -2.0665
11 O 2.5499 4.7842 6.1984
12 C 2.3791 3.6893 5.7164
13 O 1.6854 2.7709 6.2649
14 C 1.9355 1.5406 5.6207
15 C 2.3991 2.0027 4.2892
16 F 1.4266 2.3858 3.4497
17 O 3.0151 3.1993 4.6022
18 H 2.7436 0.9060 5.9845
19 H 1.0402 0.9263 5.7166
20 H 2.8800 1.1228 3.8617
21 O -4.0254 -3.6321 1.6250
22 C -4.0008 -2.4874 1.9418
23 O -3.0531 -1.6712 1.6068
24 C -3.2615 -0.3889 2.1273
25 C -4.7133 -0.3393 2.4944
26 F -5.3171 0.2032 1.4459
27 O -4.9949 -1.7740 2.6237
28 H -2.5955 -0.0626 2.9261
29 H -3.1318 0.3273 1.3159
30 H -5.0046 0.1839 3.4051
31 O -1.9130 2.6890 1.7395
32 C -2.7184 3.1962 0.9945
33 O -3.9522 2.7122 0.6738
34 C -4.5429 3.6615 -0.1574
35 C -3.6716 4.8715 -0.0225
36 F -4.2863 5.7251 0.8139
37 O -2.5939 4.4577 0.5434
38 H -4.6090 3.3572 -1.2020
39 H -5.5778 3.8449 0.1315
40 H -3.5830 5.3907 -0.9768
41 O 1.0645 -1.9897 -7.9825
42 C 1.3354 -1.4476 -6.9089
43 O 2.3687 -0.6144 -6.5865
44 C 2.1172 0.1102 -5.3583
45 C 1.0812 -0.7904 -4.6663
46 F 0.1502 -0.0641 -4.0875
47 O 0.5202 -1.4955 -5.7665
48 H 3.0639 0.2567 -4.8383
49 H 1.6325 1.0704 -5.5347
50 H 1.4779 -1.4918 -3.9323
51 O 0.7748 -4.3433 -2.6458
52 C -0.1895 -3.9051 -1.9540
53 O -0.2584 -2.7492 -1.2368
54 C -1.4989 -2.7760 -0.5319
55 C -2.3368 -3.6564 -1.3578
56 F -2.9564 -2.8959 -2.2663
57 O -1.3703 -4.5429 -1.8837
58 H -1.4352 -3.1103 0.5037
59 H -1.8933 -1.7603 -0.5604
60 H -3.1362 -4.1824 -0.8360
61 C -1.4279 -3.3322 4.7743
62 C -0.8085 -2.1443 4.1532
63 N -0.3340 -1.2269 3.6401
64 H -0.6831 -4.1068 4.5918
65 H -2.3250 -3.7452 4.3131
66 H -1.7389 -3.2078 5.8116
67 C 0.2601 0.6890 0.6753
68 C 0.9772 0.0184 -0.4257
69 N 1.6134 -0.4482 -1.2746
70 H 0.1929 1.7768 0.6888
71 H 0.6762 0.3641 1.6289
72 H -0.7338 0.2456 0.6138
73 C 4.9586 3.1008 1.6807
74 C 3.5598 3.0938 1.2421
75 N 2.4505 3.0452 0.8983
76 H 5.5151 4.0227 1.5124
77 H 5.4563 2.2555 1.2054
78 H 4.8273 3.0244 2.7601
79 C -1.7031 2.1252 -3.7795
80 C -1.9930 1.3474 -2.5889
81 N -2.2336 0.7659 -1.6179
82 H -1.8830 1.5206 -4.6685
83 H -0.6681 2.4301 -3.9343
84 H -2.3551 2.9945 -3.8653

Results
DFT total energy in a.u.: -3181.25613
Charge: 0
SMILES string: O=C1OC[C@@H](F)O1.O=C1OC[C@@H](F)O1.O=C1OC[C@@H](F)O1.O=C1OC[C@@H](F)O1.O=C1OC[C@@H](F)O1.O=C1OC[C@@H](F)O1.CC#N.CC#N.CC#N.CC#N
Relative energy (zero: lowest compared OMol25 entry of this formula, charge and spin) in eV: 2.174
M in g mol⁻¹: 800.52
HOMO in eV: -10.652
HOMO-LUMO gap in Ha: 0.3882

=====

(2)
Here is one molecule with the formula C26H30N2O4 at a distorted geometry from the OMol25 dataset. Energies are from the ωB97M-V functional and the def2-TZVPD basis.

Atoms and positions in Å:
1 C -0.9206 -4.6190 -0.6972
2 C -0.2946 -3.7109 0.3549
3 C 1.0228 -3.0797 -0.1098
4 C 2.1261 -4.1174 -0.3001
5 C 1.4859 -2.0023 0.8904
6 O 2.1515 -0.9216 0.2535
7 C 1.4667 0.3113 0.1548
8 C 2.4172 1.3124 -0.4889
9 C 3.5551 0.8812 -1.1550
10 C 4.3823 1.7978 -1.7806
11 C 4.0761 3.1470 -1.7534
12 C 2.9374 3.5797 -1.0948
13 C 2.1099 2.6686 -0.4635
14 C 1.0624 0.7885 1.5446
15 C -0.2126 0.6326 2.0731
16 C -0.4898 1.0387 3.3686
17 C 0.5032 1.5881 4.1582
18 C 1.7845 1.7188 3.6491
19 C 2.0616 1.3186 2.3559
20 C 0.2382 0.1859 -0.8120
21 O -0.5420 1.3753 -0.7641
22 C -1.8743 1.2482 -0.6882
23 N -2.4047 0.0470 -0.5277
24 C -3.7300 -0.0306 -0.4477
25 C -4.3123 -1.3917 -0.2585
26 C -4.5114 1.1139 -0.5284
27 C -3.8564 2.3310 -0.6966
28 C -4.6004 3.6202 -0.8016
29 N -2.5330 2.3919 -0.7783
30 C 0.7419 -0.0007 -2.2540
31 O 1.1117 -1.0511 -2.6906
32 O 0.7151 1.1100 -2.9851
33 H -1.0412 -4.0806 -1.6347
34 H -1.8983 -4.9640 -0.3662
35 H -0.2998 -5.4914 -0.8798
36 H -1.0052 -2.9129 0.5901
37 H -0.1217 -4.2768 1.2740
38 H 0.8607 -2.5912 -1.0741
39 H 1.8807 -4.8012 -1.1073
40 H 2.2767 -4.6917 0.6129
41 H 3.0547 -3.6136 -0.5541
42 H 2.2140 -2.4314 1.5881
43 H 0.6420 -1.6361 1.4835
44 H 3.7807 -0.1722 -1.1765
45 H 5.2669 1.4537 -2.2952
46 H 4.7210 3.8604 -2.2450
47 H 2.6911 4.6311 -1.0708
48 H 1.2224 3.0080 0.0502
49 H -1.0088 0.1952 1.4904
50 H -1.4895 0.9176 3.7603
51 H 0.2824 1.9049 5.1667
52 H 2.5716 2.1329 4.2618
53 H 3.0630 1.4119 1.9634
54 H -0.3714 -0.6785 -0.5366
55 H -5.1476 -1.5448 -0.9379
56 H -4.6822 -1.4952 0.7612
57 H -3.5511 -2.1461 -0.4353
58 H -5.5860 1.0615 -0.4662
59 H -5.2506 3.7512 0.0612
60 H -5.2224 3.6174 -1.6953
61 H -3.8952 4.4434 -0.8574
62 H 0.3757 1.8571 -2.4584

Results
DFT total energy in a.u.: -1419.26131
Charge: 0
SMILES string: CC[C@H](C)COC(c1ccccc1)(c1ccccc1)[C@@H](Oc1nc(C)cc(C)n1)C(=O)O
Relative energy (zero: lowest compared OMol25 entry of this formula, charge and spin) in eV: 1.070
M in g mol⁻¹: 434.54
HOMO in eV: -9.038
HOMO-LUMO gap in Ha: 0.3528

=====

(3)
Here is one molecule with the formula C26H30N4O3 at a distorted geometry from the OMol25 dataset. Energies are from the ωB97M-V functional and the def2-TZVPD basis.

Atoms and positions in Å:
1 C 1.9622 -4.7184 0.5248
2 O 2.0826 -3.3203 0.4786
3 C 2.9531 -2.7645 -0.3988
4 C 3.8064 -3.4947 -1.2190
5 C 4.6877 -2.8530 -2.0724
6 C 4.7382 -1.4725 -2.1165
7 C 3.8947 -0.7367 -1.3052
8 C 2.9953 -1.3570 -0.4465
9 C 2.1034 -0.5467 0.3691
10 C 2.3315 0.7649 0.8155
11 C 1.1954 1.1063 1.5293
12 N 0.8350 2.1964 2.2021
13 C -0.3452 2.2179 2.7683
14 C -0.6553 3.4529 3.5570
15 C -1.2670 1.1365 2.6725
16 C -2.6609 1.2541 3.2267
17 C -3.5802 2.0482 2.2770
18 C -3.4376 1.5113 0.8605
19 O -4.0315 0.5266 0.4701
20 N -2.5611 2.1923 0.0954
21 C -2.2312 1.8113 -1.2674
22 C -3.0650 2.6360 -2.2481
23 C -0.7259 1.9966 -1.4875
24 C -0.1873 1.2495 -2.7109
25 C -0.0210 -0.2200 -2.4931
26 C 0.9185 -1.0786 -2.9834
27 C 0.5717 -2.3651 -2.5039
28 C -0.5466 -2.1918 -1.7544
29 O -0.9162 -0.9004 -1.7484
30 C -0.8744 -0.0074 2.0097
31 C -1.6739 -1.2544 1.8464
32 N 0.3589 -0.0095 1.4542
33 N 0.9101 -0.9945 0.7679
34 H 2.8976 -5.1991 0.8331
35 H 1.6434 -5.1288 -0.4393
36 H 1.1948 -4.9214 1.2703
37 H 3.7905 -4.5735 -1.2027
38 H 5.3364 -3.4422 -2.7041
39 H 5.4251 -0.9721 -2.7823
40 H 3.9136 0.3416 -1.3486
41 H 3.2004 1.3708 0.6739
42 H -1.5300 3.9717 3.1709
43 H 0.2018 4.1183 3.5077
44 H -0.8460 3.1978 4.5984
45 H -3.0837 0.2592 3.3577
46 H -2.6446 1.7490 4.1993
47 H -3.3378 3.1107 2.3018
48 H -4.6149 1.9177 2.5952
49 H -2.1115 3.0184 0.4574
50 H -2.5003 0.7553 -1.3591
51 H -4.1222 2.4842 -2.0454
52 H -2.8366 3.6958 -2.1462
53 H -2.8663 2.3336 -3.2720
54 H -0.5163 3.0636 -1.6025
55 H -0.1891 1.6481 -0.6041
56 H -0.8538 1.4182 -3.5623
57 H 0.7919 1.6507 -2.9788
58 H 1.7575 -0.8295 -3.6003
59 H 1.0911 -3.2808 -2.6975
60 H -1.1539 -2.8755 -1.1966
61 H -1.0567 -1.9852 1.3305
62 H -1.9737 -1.6514 2.8151
63 H -2.5710 -1.0603 1.2606

Results
DFT total energy in a.u.: -1453.51128
Charge: 0
SMILES string: COc1ccccc1-c1cc2nc(C)c(CCC(=O)N[C@@H](C)CCc3ccco3)c(C)n2n1
Relative energy (zero: lowest compared OMol25 entry of this formula, charge and spin) in eV: 2.659
M in g mol⁻¹: 446.55
HOMO in eV: -7.883
HOMO-LUMO gap in Ha: 0.3145